Entry from the OMol25 dataset: a structure of composition C5H5NO2 (ωB97M-V/def2-TZVPD).

Cartesian coordinates (Å):
C: 1.06 -0.38 -0.18
C: 0.16 1.71 0.07
C: -0.82 0.78 -0.01
C: -2.14 0.09 0.22
C: -0.37 -0.53 -0.27
H: 2.96 -0.38 1.01
H: 0.18 2.84 -0.02
H: -2.77 0.28 1.14
H: -2.96 0.21 -0.65
H: -1.83 -1.74 0.66
N: -1.69 -1.22 -0.17
O: 2.18 -1.17 0.13
O: 1.43 0.83 -0.13

The calculation puts the energy relative to the best compared isomer or geometry (same formula, charge and spin) at 178.9 kcal/mol. Its HOMO-LUMO gap is 7.307 eV. The HOMO energy is -7.853 eV. As for the charge: 0. For the molecular weight, the calculation gives 111.1 g mol⁻¹.

Atom charges from the natural (NBO) analysis, given in e for atoms 1 to 5: 0.604 -0.017 -0.124 -0.232 -0.051


Entry from the OMol25 dataset: an isolated molecule of C5H5NO2 (ωB97M-V/def2-TZVPD).

Cartesian coordinates (Å):
C: -2.51 -1.04 0.26
C: -1.08 -0.58 0.11
C: 0.03 -1.00 0.94
C: 1.24 -0.34 0.94
C: 1.24 0.71 -0.15
O: 2.23 1.39 -0.31
O: 0.19 0.82 -0.94
N: -0.90 0.22 -0.98
H: -2.75 -2.10 0.38
H: -2.90 -0.31 1.21
H: -3.12 -0.85 -0.59
H: -0.10 -2.04 1.58
H: 2.26 -0.39 1.57

The SMILES is Cc1ccc(=O)on1. The calculation puts the energy relative to the best compared isomer or geometry (same formula, charge and spin) at 98.1 kcal/mol. Its HOMO-LUMO gap is 9.022 eV. The HOMO energy is -9.357 eV. As for the charge: 0. For the molecular weight, the calculation gives 111.1 g mol⁻¹.

Atom charges from the natural (NBO) analysis, given in e for atoms 1 to 5: -0.640 0.114 -0.218 -0.257 0.688


Entry from the OMol25 dataset: a structure of composition C5H5NO2 (ωB97M-V/def2-TZVPD).

Cartesian coordinates (Å):
C: 0.57 0.59 1.10
C: 0.39 -0.84 0.79
C: -0.21 -1.42 -0.26
C: -0.38 -0.65 -1.26
C: 0.22 1.32 -0.02
H: 0.19 2.02 2.91
H: 1.85 1.10 2.79
H: 0.51 -1.46 1.61
H: -0.62 -2.43 -0.19
H: 0.16 2.30 -0.20
N: 0.75 0.92 2.50
O: -1.03 -0.98 -2.29
O: -0.34 0.74 -1.03

The calculation puts the energy relative to the best compared isomer or geometry (same formula, charge and spin) at 99.7 kcal/mol. Its HOMO-LUMO gap is 8.817 eV. The HOMO energy is -8.697 eV. As for the charge: 0. For the molecular weight, the calculation gives 111.1 g mol⁻¹.

Atom charges from the natural (NBO) analysis, given in e for atoms 1 to 5: -0.009 -0.086 -0.345 0.672 0.211


Entry from the OMol25 dataset: a structure of composition C5H5NO2S2 (ωB97M-V/def2-TZVPD).

Cartesian coordinates (Å):
C: 1.86 0.59 0.66
C: 1.87 -0.71 2.08
C: 1.04 0.58 4.08
C: -0.31 -0.51 -0.24
C: 0.74 0.52 -0.41
N: 1.62 -0.41 3.25
O: 1.65 1.65 4.23
O: -0.03 0.19 4.59
S: 3.15 1.51 0.19
S: 2.42 -1.87 0.98
H: -1.06 -0.50 -1.01
H: -0.55 -0.44 0.90
H: 0.17 -1.42 -0.27
H: 1.06 0.50 -1.45
H: 0.18 1.56 -0.46

The expectation value of S² is 2.012. Its HOMO-LUMO gap (alpha / beta) is 3.940 / 5.885 eV. The HOMO energy (alpha / beta) is 1.668 / -0.593 eV. Its multiplicity is 3. As for the charge: -2. For the molecular weight, the calculation gives 175.2 g mol⁻¹.

Atom charges from the natural (NBO) analysis, given in e for atoms 1 to 5: -0.349 0.209 0.853 -0.636 -0.449


Entry from the OMol25 dataset: an isolated molecule of C5H5NOS (ωB97M-V/def2-TZVPD).

Cartesian coordinates (Å):
C: -0.87 -1.10 -0.56
C: 0.91 1.64 -0.39
C: -1.87 -0.29 -0.05
C: -0.36 1.66 -0.04
C: 1.20 -0.52 0.51
N: 0.38 -1.29 -0.35
O: 1.77 0.70 -0.05
S: -1.45 1.01 0.97
H: -1.22 -1.85 -1.15
H: 1.43 2.24 -1.17
H: -2.90 -0.73 -0.07
H: 0.90 -0.30 1.50
H: 2.08 -1.17 0.84

The calculation puts the energy relative to the best compared isomer or geometry (same formula, charge and spin) at 132.7 kcal/mol. Its HOMO-LUMO gap (alpha / beta) is 6.824 / 7.720 eV. The HOMO energy (alpha / beta) is -8.200 / -8.452 eV. As for the charge: 0. For the molecular weight, the calculation gives 127.2 g mol⁻¹.

Atom charges from the natural (NBO) analysis, given in e for atoms 1 to 5: 0.079 0.114 -0.530 -0.377 0.038


Entry from the OMol25 dataset: an isolated molecule of C5H5NOS (ωB97M-V/def2-TZVPD).

Cartesian coordinates (Å):
C: -1.64 2.45 0.21
C: -1.49 1.24 0.15
C: -1.34 -0.23 0.20
N: -2.23 -1.03 -0.25
O: -2.03 -2.33 -0.12
S: 0.16 -0.86 0.97
C: 1.40 0.09 0.05
C: 2.58 -0.37 -0.37
H: -1.77 3.52 0.17
H: -1.03 -2.53 0.08
H: 1.11 1.16 -0.09
H: 2.83 -1.45 -0.30
H: 3.44 0.32 -0.68

The SMILES is C#C/C(=N/O)SC=C. The calculation puts the energy relative to the best compared isomer or geometry (same formula, charge and spin) at 117.9 kcal/mol. Its HOMO-LUMO gap is 9.929 eV. The HOMO energy is -9.341 eV. As for the charge: 0. For the molecular weight, the calculation gives 127.2 g mol⁻¹.

Atom charges from the natural (NBO) analysis, given in e for atoms 1 to 5: -0.180 -0.070 -0.051 -0.031 -0.510


Entry from the OMol25 dataset: an isolated molecule of C5H5NOS (ωB97M-V/def2-TZVPD).

Cartesian coordinates (Å):
C: 0.45 -0.79 0.59
C: 1.71 -0.53 0.38
C: -0.48 2.80 -0.06
C: -0.63 -0.61 -0.44
C: -1.61 0.50 -0.01
N: -0.99 1.76 -0.03
O: 4.06 -0.98 -0.45
S: 3.18 0.05 0.10
H: 0.12 -1.16 1.55
H: -0.19 -0.35 -1.40
H: -1.19 -1.54 -0.55
H: -2.46 0.53 -0.68
H: -1.97 0.32 1.01

The calculation puts the energy relative to the best compared isomer or geometry (same formula, charge and spin) at 89.2 kcal/mol. Its HOMO-LUMO gap is 9.409 eV. The HOMO energy is -9.451 eV. As for the charge: 0. For the molecular weight, the calculation gives 127.2 g mol⁻¹.

Atom charges from the natural (NBO) analysis, given in e for atoms 1 to 5: -0.191 -0.329 0.300 -0.423 -0.230


Entry from the OMol25 dataset: an isolated molecule of C5H5NOS (ωB97M-V/def2-TZVPD).

Cartesian coordinates (Å):
O: 2.56 1.45 0.10
N: 1.29 1.74 -0.03
C: 0.42 0.80 -0.09
C: -1.02 1.06 -0.07
C: -1.69 -0.08 0.04
C: -0.75 -1.25 0.07
C: 0.56 -0.67 -0.02
S: 2.01 -1.54 -0.06
H: 2.69 0.46 0.01
H: -1.43 2.07 -0.17
H: -2.76 -0.15 0.00
H: -0.97 -1.95 -0.72
H: -0.89 -1.95 0.93

The SMILES is O/N=C1/C=CCC1=S. The calculation puts the energy relative to the best compared isomer or geometry (same formula, charge and spin) at 68.4 kcal/mol. Its HOMO-LUMO gap is 7.722 eV. The HOMO energy is -9.029 eV. As for the charge: 0. For the molecular weight, the calculation gives 127.2 g mol⁻¹.

Atom charges from the natural (NBO) analysis, given in e for atoms 1 to 5: -0.485 0.013 -0.011 -0.205 -0.167


Entry from the OMol25 dataset: an isolated molecule of C5H5NOS2 (ωB97M-V/def2-TZVPD).

Cartesian coordinates (Å):
S: 1.80 3.46 2.17
C: 1.44 2.06 1.53
S: 2.17 0.41 1.55
O: 0.29 2.17 0.67
N: -0.31 1.11 0.12
C: -0.33 0.91 -1.21
C: -0.85 -0.40 -1.41
C: -1.09 -0.88 -0.11
C: -0.71 0.04 0.83
H: 2.64 0.47 2.86
H: -0.04 1.60 -1.85
H: -1.12 -0.66 -2.42
H: -1.38 -1.86 0.15
H: -0.65 0.11 1.94

The SMILES is S=C(S)On1cccc1. The calculation puts the energy relative to the best compared isomer or geometry (same formula, charge and spin) at 52.9 kcal/mol. Its HOMO-LUMO gap is 8.083 eV. The HOMO energy is -8.503 eV. As for the charge: 0. For the molecular weight, the calculation gives 159.2 g mol⁻¹.

Atom charges from the natural (NBO) analysis, given in e for atoms 1 to 5: 0.100 -0.062 0.058 -0.354 -0.040


Entry from the OMol25 dataset: a structure of composition C5H5NS (ωB97M-V/def2-TZVPD).

Cartesian coordinates (Å):
C: 1.21 -0.52 0.19
C: 0.11 -0.38 -0.93
C: -0.13 -0.53 0.95
C: -0.52 0.95 0.68
C: -0.26 1.11 -0.67
H: 0.61 -0.71 -1.92
H: -1.70 -1.39 -0.34
H: -0.50 -0.78 1.93
H: -0.39 1.67 1.44
H: -0.42 2.08 -1.20
N: -0.78 -1.40 -0.19
S: 2.75 -0.11 0.05

The calculation puts the energy relative to the best compared isomer or geometry (same formula, charge and spin) at 108.0 kcal/mol. Its HOMO-LUMO gap is 8.549 eV. The HOMO energy is -8.696 eV. As for the charge: 0. For the molecular weight, the calculation gives 111.2 g mol⁻¹.

Atom charges from the natural (NBO) analysis, given in e for atoms 1 to 5: -0.047 -0.180 -0.179 -0.196 -0.178


Entry from the OMol25 dataset: a structure of composition C5H5NS (ωB97M-V/def2-TZVPD).

Cartesian coordinates (Å):
C: 1.52 -0.83 0.11
C: 0.23 -0.37 -0.09
C: -0.26 0.88 -0.10
C: -1.59 0.85 -0.16
C: -1.89 -0.62 -0.09
H: 2.72 1.16 0.60
H: 1.72 -1.88 0.00
H: 0.52 1.68 0.46
H: -2.32 1.73 0.08
H: -2.95 -1.20 -0.68
N: -0.80 -1.36 0.06
S: 3.10 -0.05 -0.18

The calculation puts the energy relative to the best compared isomer or geometry (same formula, charge and spin) at 87.8 kcal/mol. Its HOMO-LUMO gap is 7.935 eV. The HOMO energy is -8.892 eV. As for the charge: 0. For the molecular weight, the calculation gives 111.2 g mol⁻¹.

Atom charges from the natural (NBO) analysis, given in e for atoms 1 to 5: -0.194 0.000 -0.226 -0.276 0.051


Entry from the OMol25 dataset: an isolated molecule of C5H5NS2 (ωB97M-V/def2-TZVPD).

Cartesian coordinates (Å):
C: 0.88 -0.35 1.33
C: 0.88 -0.68 -0.15
S: 1.85 -1.78 -0.83
C: -0.16 0.12 -0.89
C: -0.06 1.64 -0.74
N: -0.11 2.74 -0.41
C: -1.61 -0.17 -0.54
S: -2.35 -1.74 -0.20
H: 0.05 -0.15 2.04
H: 1.16 0.71 1.41
H: 1.67 -0.95 1.89
H: -0.01 -0.21 -2.02
H: -2.20 0.83 -0.89

The SMILES is CC(=S)[C@H](C#N)C=S. The calculation puts the energy relative to the best compared isomer or geometry (same formula, charge and spin) at 66.0 kcal/mol. Its HOMO-LUMO gap is 7.865 eV. The HOMO energy is -9.412 eV. As for the charge: 0. For the molecular weight, the calculation gives 143.2 g mol⁻¹.

Atom charges from the natural (NBO) analysis, given in e for atoms 1 to 5: -0.739 -0.065 0.147 -0.515 0.273